1.
{
  "formula": "C10H38NO13S",
  "method": "the ωB97M-V functional and the def2-TZVPD basis",
  "multiplicity": 1,
  "total_charge": 1,
  "homo_lumo_gap_ev": 8.1,
  "species": ["C", "C", "S", "C", "N", "C", "C", "C", "C", "O", "C", "C", "C", "O", "O", "H", "H", "H", "H", "H", "H", "H", "H", "H", "H", "H", "H", "H", "H", "H", "H", "H", "H", "O", "H", "H", "O", "H", "H", "O", "H", "H", "O", "H", "H", "O", "H", "H", "O", "H", "H", "O", "H", "H", "O", "H", "H", "O", "H", "H", "O", "H", "H"],
  "positions_angstrom": [[3.398, -0.296, 0.978], [2.672, 0.965, 0.451], [1.677, 1.755, 1.750], [0.078, 1.904, 0.988], [-0.731, 0.664, 1.017], [-0.295, -0.521, 1.224], [-1.389, -1.533, 1.129], [-1.185, -2.837, 1.890], [0.068, -3.518, 1.375], [0.298, -3.591, 0.191], [-2.627, -0.662, 1.421], [-2.215, 0.681, 0.801], [-2.606, 0.910, -0.668], [-2.913, -0.280, -1.383], [-1.812, -0.550, -2.274], [2.918, -1.209, 0.611], [4.436, -0.318, 0.654], [3.362, -0.347, 2.071], [2.021, 0.682, -0.380], [3.411, 1.679, 0.092], [-0.496, 2.681, 1.496], [0.191, 2.203, -0.058], [0.744, -0.738, 1.456], [-1.429, -1.772, 0.058], [-1.093, -2.683, 2.969], [-2.039, -3.500, 1.725], [0.798, -3.898, 2.103], [-2.812, -0.558, 2.492], [-3.498, -1.091, 0.924], [-2.611, 1.526, 1.372], [-3.499, 1.537, -0.701], [-1.812, 1.429, -1.211], [-1.547, -1.452, -2.032], [-2.018, -2.149, -5.181], [-2.039, -1.875, -4.260], [-1.971, -3.110, -5.163], [5.669, -2.359, 0.103], [5.314, -3.253, 0.130], [6.201, -2.342, -0.699], [-4.695, -0.689, -5.104], [-4.185, -0.622, -4.292], [-4.058, -1.029, -5.744], [4.711, 3.571, -0.292], [4.745, 3.417, 0.657], [4.547, 4.518, -0.349], [-2.899, 0.635, -7.551], [-3.543, 0.803, -6.855], [-2.394, -0.131, -7.259], [-7.061, 0.412, -7.159], [-7.570, -0.397, -7.259], [-6.252, 0.140, -6.713], [-0.864, -5.367, 3.535], [-1.200, -5.819, 4.315], [-0.967, -5.999, 2.816], [3.252, 2.551, 4.833], [3.034, 1.952, 5.556], [3.063, 2.057, 4.030], [2.748, 5.192, 1.188], [2.122, 4.508, 1.448], [2.463, 5.992, 1.642], [4.887, 3.794, 7.320], [4.732, 4.740, 7.391], [4.764, 3.595, 6.386]]
}



2.
{
  "formula": "C10H3N6O8",
  "method": "the ωB97M-V functional and the def2-TZVPD basis",
  "multiplicity": 1,
  "total_charge": -1,
  "homo_lumo_gap_ev": 7.2,
  "e_above_lowest_ev": 0.000,
  "species": ["N", "C", "O", "C", "C", "C", "O", "H", "H", "O", "N", "C", "C", "N", "O", "C", "N", "O", "O", "C", "C", "N", "O", "O", "N", "C", "H"],
  "positions_angstrom": [[-1.113, -0.562, -1.718], [-1.494, 0.705, -2.123], [-1.423, 1.750, -1.488], [-2.027, 0.502, -3.513], [-1.958, -0.799, -3.820], [-1.381, -1.552, -2.651], [-1.205, -2.761, -2.543], [-2.392, 1.339, -4.093], [-2.253, -1.320, -4.719], [3.322, 1.879, 3.748], [2.213, 1.487, 3.435], [1.627, 0.973, 2.291], [0.261, 0.764, 2.572], [-0.046, 1.182, 3.835], [1.146, 1.592, 4.368], [-0.558, 0.045, 1.583], [-1.899, -0.470, 1.890], [-2.333, -1.363, 1.123], [-2.549, -0.046, 2.859], [-0.016, -0.310, 0.354], [1.334, -0.105, 0.137], [2.192, -0.777, -0.756], [1.977, -1.423, -1.771], [3.497, -0.623, -0.284], [3.528, 0.172, 0.843], [2.221, 0.482, 1.090], [-0.670, -0.762, -0.650]]
}



3.
{
  "formula": "C10H40B2FeO14S2",
  "method": "the ωB97M-V functional and the def2-TZVPD basis",
  "multiplicity": 6,
  "total_charge": -3,
  "homo_lumo_gap_ev": [5.9, 5.8],
  "e_above_lowest_ev": 4.917,
  "species": ["Fe", "S", "O", "O", "O", "O", "S", "O", "O", "O", "O", "B", "H", "H", "H", "H", "B", "H", "H", "H", "H", "C", "O", "H", "H", "H", "H", "C", "O", "H", "H", "H", "H", "C", "O", "H", "H", "H", "H", "C", "O", "H", "H", "H", "H", "C", "C", "C", "O", "H", "H", "H", "H", "H", "H", "H", "H", "C", "C", "C", "O", "H", "H", "H", "H", "H", "H", "H", "H"],
  "positions_angstrom": [[12.930, 9.359, 16.537], [11.733, 7.076, 15.752], [12.109, 5.836, 16.408], [12.888, 7.851, 15.245], [10.592, 6.921, 14.929], [11.474, 8.096, 16.742], [13.687, 8.440, 18.927], [12.946, 7.251, 19.193], [14.227, 8.341, 17.609], [12.778, 9.527, 18.487], [14.651, 8.809, 19.942], [11.368, 10.758, 16.144], [10.580, 10.414, 16.796], [12.206, 11.035, 16.765], [11.663, 9.992, 15.444], [11.059, 11.632, 15.591], [14.557, 10.463, 15.617], [15.101, 9.532, 15.664], [13.701, 10.331, 14.974], [14.268, 10.667, 16.636], [15.231, 11.219, 15.245], [11.808, 9.027, 12.097], [12.163, 10.226, 11.484], [10.834, 8.632, 11.806], [12.545, 8.250, 11.894], [11.727, 9.194, 13.171], [12.949, 10.446, 11.990], [10.861, 12.002, 20.200], [11.800, 11.003, 20.631], [11.180, 12.365, 19.223], [9.847, 11.604, 20.150], [10.867, 12.847, 20.889], [11.967, 10.468, 19.852], [8.656, 13.282, 16.515], [10.016, 13.288, 16.839], [8.216, 13.059, 17.487], [8.326, 14.276, 16.211], [8.471, 12.593, 15.691], [10.374, 12.464, 16.500], [8.574, 10.357, 13.473], [9.436, 9.503, 14.201], [9.146, 10.839, 12.680], [7.663, 9.936, 13.048], [8.288, 11.218, 14.077], [10.138, 10.079, 14.511], [8.231, 9.509, 18.462], [8.010, 8.022, 17.980], [6.523, 7.767, 17.762], [8.827, 7.825, 16.835], [7.763, 9.822, 19.395], [7.970, 10.245, 17.701], [9.294, 9.668, 18.646], [8.333, 7.278, 18.709], [6.059, 8.619, 17.266], [6.123, 7.638, 18.768], [6.335, 6.871, 17.170], [9.732, 8.011, 17.098], [10.144, 14.804, 11.218], [11.038, 13.583, 11.515], [11.094, 13.191, 13.037], [10.506, 12.409, 10.929], [10.381, 15.564, 11.962], [9.119, 14.512, 11.443], [10.121, 15.259, 10.228], [12.023, 13.760, 11.083], [10.111, 13.279, 13.499], [11.740, 13.895, 13.561], [11.585, 12.223, 13.143], [11.147, 11.750, 11.204]]
}



4.
{
  "formula": "C10H40B2FeO14S2",
  "method": "the ωB97M-V functional and the def2-TZVPD basis",
  "multiplicity": 6,
  "total_charge": -3,
  "homo_lumo_gap_ev": [6.2, 6.2],
  "e_above_lowest_ev": 0.000,
  "species": ["Fe", "S", "O", "O", "O", "O", "S", "O", "O", "O", "O", "B", "H", "H", "H", "H", "B", "H", "H", "H", "H", "C", "O", "H", "H", "H", "H", "C", "O", "H", "H", "H", "H", "C", "O", "H", "H", "H", "H", "C", "O", "H", "H", "H", "H", "C", "C", "C", "O", "H", "H", "H", "H", "H", "H", "H", "H", "C", "C", "C", "O", "H", "H", "H", "H", "H", "H", "H", "H"],
  "positions_angstrom": [[1.555, 1.283, 0.647], [2.457, 1.117, -1.913], [3.857, 1.480, -2.046], [1.583, 2.111, -1.202], [1.868, 0.662, -3.160], [2.362, 0.118, -0.792], [4.042, 1.245, 1.742], [5.098, 0.660, 0.937], [3.272, 2.283, 0.980], [2.835, 0.349, 1.878], [4.500, 1.761, 3.023], [-0.086, -0.329, 0.840], [-1.144, -0.734, 1.191], [-0.289, 0.644, 0.227], [0.608, -0.034, 1.714], [0.482, -1.094, 0.160], [0.484, 2.855, 1.902], [0.977, 3.735, 2.513], [-0.688, 2.802, 2.076], [0.709, 2.990, 0.773], [0.913, 1.861, 2.310], [-3.217, 1.535, 2.243], [-2.963, 1.147, 0.906], [-4.293, 1.493, 2.445], [-2.658, 0.850, 2.883], [-2.920, 2.575, 2.402], [-2.123, 0.650, 0.855], [1.109, -2.215, 3.507], [2.374, -1.670, 3.789], [0.932, -2.272, 2.428], [0.940, -3.192, 3.966], [0.344, -1.503, 3.851], [2.512, -0.937, 3.153], [-1.574, -3.915, 1.759], [-1.356, -5.251, 1.286], [-2.549, -3.583, 1.402], [-1.580, -3.875, 2.851], [-0.830, -3.227, 1.355], [-0.727, -5.646, 1.895], [-2.110, -0.603, -2.442], [-1.443, 0.265, -3.328], [-2.819, -0.047, -1.815], [-2.695, -1.312, -3.041], [-1.424, -1.148, -1.792], [-1.440, 1.152, -2.937], [-1.445, 4.205, -2.852], [-1.534, 3.744, -1.407], [-2.585, 4.503, -0.600], [-1.764, 2.340, -1.400], [-0.633, 3.675, -3.351], [-1.276, 5.279, -2.935], [-2.386, 3.901, -3.323], [-0.567, 3.857, -0.905], [-2.820, 3.931, 0.301], [-3.513, 4.621, -1.170], [-2.209, 5.474, -0.275], [-2.265, 2.108, -0.601], [0.518, -4.340, -2.498], [1.241, -3.269, -1.704], [2.740, -3.573, -1.551], [1.031, -2.000, -2.260], [0.938, -4.442, -3.505], [-0.555, -4.153, -2.572], [0.629, -5.315, -2.014], [0.821, -3.291, -0.683], [3.191, -3.561, -2.545], [2.891, -4.524, -1.028], [3.201, -2.816, -0.915], [1.467, -1.386, -1.630]]
}



DFT total energy
In order: -49919.307 -35727.691 -97085.889 -97090.806
Unit: eV